# 1
Entry from the Open Molecules 2025 dataset: a structure of composition C26H25IN3O2PtSe (ωB97M-V/def2-TZVPD).

Last column: Löwdin charge in e.
Positions of all 59 atoms, in Å:
1 Pt -2.33630 -1.82163 -0.12213  0.5806
2 C 3.76670 2.34167 0.45487  -0.1029
3 O 2.81690 3.37357 0.44037  -0.0983
4 C 1.83460 3.34477 1.40287  -0.2799
5 C 1.08320 4.51137 1.52857  -0.0169
6 C 0.09850 4.61647 2.48397  -0.0452
7 C -0.19930 3.53237 3.31977  -0.3399
8 C 0.56390 2.36667 3.18427  -0.0178
9 C 1.57410 2.27217 2.24817  -0.0133
10 N -1.11710 3.69037 4.33817  0.0308
11 N -1.97160 2.84257 4.69667  0.0446
12 C -2.35800 1.75467 3.98677  -0.2843
13 C -2.82440 0.65117 4.72537  -0.0308
14 C -2.99310 -0.58443 4.16417  -0.0239
15 C -2.71340 -0.83093 2.78997  -0.3898
16 O -2.76940 -1.98183 2.27887  -0.1123
17 C -2.39510 0.33497 1.98677  -0.1370
18 N -2.25910 0.15477 0.65017  -0.0571
19 C -2.13020 1.21327 -0.14673  -0.1392
20 C -2.17040 2.51187 0.32897  -0.0309
21 C -2.28620 2.72687 1.68937  -0.0005
22 C -2.31420 1.62637 2.55867  -0.1058
23 H 4.57600 2.66707 -0.19883  0.0891
24 H 3.35880 1.39947 0.07357  0.0856
25 H 4.16490 2.17767 1.46257  0.0931
26 H 1.29140 5.32587 0.85077  0.1128
27 H -0.46850 5.53207 2.58527  0.1100
28 H 0.36470 1.52717 3.83457  0.1227
29 H 2.12820 1.34937 2.16497  0.1072
30 H -2.95270 0.79127 5.78927  0.1059
31 H -3.31120 -1.42733 4.76457  0.1052
32 H -2.03110 1.01647 -1.20753  0.0979
33 H -2.10840 3.34267 -0.35723  0.1063
34 H -2.39390 3.72847 2.07967  0.1155
35 C 3.74800 -2.09243 -5.17023  -0.0660
36 C 2.67540 -2.35093 -4.15403  -0.2894
37 C 2.17630 -3.62563 -3.93533  -0.0319
38 C 1.21820 -3.87493 -2.96523  -0.3182
39 C 0.71680 -5.27223 -2.76753  -0.1146
40 C 0.73800 -2.81723 -2.17743  -0.5154
41 Se -0.36090 -3.24833 -0.65293  0.6688
42 C 1.19220 -1.51513 -2.42533  -0.2990
43 C 0.65520 -0.32173 -1.69353  -0.0920
44 C 2.15590 -1.30883 -3.40153  -0.0326
45 H 4.02160 -3.00843 -5.69113  0.0670
46 H 4.64080 -1.68923 -4.68943  0.0752
47 H 3.41290 -1.36073 -5.90573  0.0740
48 H 2.55450 -4.45113 -4.52343  0.1054
49 H 0.99970 -5.90823 -3.60383  0.0670
50 H -0.36820 -5.27213 -2.66733  0.0491
51 H 1.12530 -5.69453 -1.84853  0.0719
52 H 0.18260 -0.60983 -0.75343  -0.0015
53 H -0.09130 0.17997 -2.31183  0.0800
54 H 1.44530 0.39827 -1.48413  0.0668
55 H 2.52110 -0.30353 -3.56803  0.1145
56 I -5.46600 -1.67453 -1.06523  0.5636
57 C -3.75480 -3.02913 -1.00393  -0.8276
58 H -3.61590 -3.37663 -2.02503  -0.0547
59 H -4.04110 -3.85003 -0.34553  -0.0420

Computed properties:
- Multiplicity: 1
- Relative energy (zero: lowest compared OMol25 entry of this formula, charge and spin): 0.0 kcal/mol
- HOMO-LUMO gap (spin up / spin down): 6.07 / 6.07 eV
- Total charge: -1
- E: -4138.93816 hartree
- E_HOMO (spin up / spin down): -4.2 / -4.2 eV



# 2
Entry from the Open Molecules 2025 dataset: a structure of composition C26H25IN4O4S (ωB97M-V/def2-TZVPD).

Last column: Löwdin charge in e.
Positions of all 61 atoms, in Å:
1 C 2.73479 -5.80422 1.59595  0.0837
2 C 3.48204 -5.12675 0.92968  -0.1510
3 C 4.40198 -4.28365 0.06873  -0.1881
4 C 4.49838 -2.81153 0.63302  -0.1671
5 C 3.86471 -1.77330 -0.38433  -0.1384
6 C 2.42507 -1.44880 0.17289  -0.1710
7 C 1.39819 -2.48391 -0.01108  0.0153
8 C 0.09749 -2.35630 0.45325  -0.1460
9 C -0.90982 -3.51510 0.24503  -0.1641
10 C -1.60460 -3.88674 1.60515  -0.2832
11 C -3.15770 -3.96200 1.56728  -0.6166
12 I -4.14793 -2.33338 0.56493  0.8751
13 C -0.21055 -1.12033 1.14506  -0.2867
14 N -1.38468 -0.78784 1.71145  -0.2773
15 S -1.24410 0.69807 2.36721  0.9679
16 N 0.33737 1.05409 2.01695  -0.2215
17 C 0.76213 -0.03133 1.36490  -0.3671
18 C 2.10235 -0.22493 0.84871  0.0233
19 H 1.90218 -6.25331 2.12378  0.0279
20 H 3.95756 -4.28264 -0.94624  0.1030
21 H 5.42061 -4.70878 0.07691  0.1084
22 H 3.87518 -2.77801 1.54400  0.1041
23 H 5.52299 -2.52555 0.93101  0.1069
24 H 3.75363 -2.18119 -1.40312  0.1122
25 H 4.44044 -0.83732 -0.35575  0.0840
26 H 1.68768 -3.40573 -0.54285  0.1145
27 H -1.60908 -3.33221 -0.59021  0.0780
28 H -0.27580 -4.37470 -0.06380  0.1051
29 H -1.24660 -4.90819 1.87140  0.1084
30 H -1.21066 -3.23012 2.40190  0.0967
31 H -3.50275 -3.92632 2.62174  0.0427
32 H -3.53965 -4.92660 1.18115  0.0477
33 H 2.87530 0.54587 0.96948  0.1121
34 C 2.87051 5.71124 -1.98661  -0.0692
35 C 4.19130 5.41600 -2.29993  -0.0657
36 C 4.63804 4.10455 -2.25776  -0.0035
37 C 3.75162 3.09968 -1.90505  -0.1424
38 C 2.43372 3.38247 -1.58330  0.0019
39 C 1.99410 4.69653 -1.62469  -0.0609
40 N 4.21253 1.70743 -1.88239  -0.3295
41 O 5.37896 1.48964 -2.14934  0.0836
42 O 3.39841 0.84875 -1.59965  0.0558
43 H 2.52268 6.73637 -2.02558  0.1084
44 H 4.87212 6.20934 -2.58011  0.1085
45 H 5.66731 3.88170 -2.50274  0.1192
46 H 1.74511 2.59636 -1.30333  0.1189
47 H 0.96653 4.93014 -1.37818  0.1104
48 C -6.01543 0.67790 -0.13905  -0.1057
49 C -4.79602 1.33631 -0.03909  -0.0842
50 C -4.76089 2.71712 0.07735  -0.0006
51 C -5.95173 3.42512 0.09676  -0.1469
52 C -7.17330 2.78021 -0.00943  -0.0037
53 C -7.20204 1.39893 -0.12844  -0.0607
54 N -5.91853 4.88566 0.24473  -0.3548
55 O -4.82980 5.42210 0.31627  0.0745
56 O -6.98100 5.47377 0.29061  0.0769
57 H -6.03963 -0.40332 -0.22435  0.0174
58 H -3.87191 0.77116 -0.04868  0.0670
59 H -3.80842 3.22312 0.15485  0.1181
60 H -8.10100 3.33547 0.00130  0.1191
61 H -8.15021 0.88330 -0.20927  0.1095

Computed properties:
- Multiplicity: 1
- HOMO-LUMO gap: 7.88 eV
- Total charge: 0
- E: -2221.33689 hartree
- E_HOMO: -8.5 eV



# 3
Entry from the Open Molecules 2025 dataset: a structure of composition C26H25N3O3Pd (ωB97M-V/def2-TZVPD).

Last column: Löwdin charge in e.
Positions of all 58 atoms, in Å:
1 Pd 0.99284 0.02621 0.10100  1.0313
2 C 1.08197 1.09171 4.35652  0.0074
3 O 1.96947 -0.04507 4.05601  0.0898
4 C 1.83298 -0.28081 2.78031  -0.2936
5 N 1.11161 0.53038 2.08143  0.0439
6 C 0.66236 1.62705 2.97131  -0.2135
7 C -0.80328 1.93153 2.81712  -0.2136
8 C -1.21009 3.21129 2.46150  -0.0350
9 C -2.56111 3.50214 2.32107  -0.0483
10 C -3.50820 2.51330 2.54216  -0.0582
11 C -3.10621 1.23126 2.90115  -0.0663
12 C -1.75803 0.93989 3.03334  -0.0492
13 C 2.49549 -1.42996 2.12024  -0.1298
14 C 3.33475 -2.38965 2.65622  0.0723
15 C 3.85211 -3.34865 1.78685  0.0298
16 C 3.53625 -3.33391 0.42980  0.0723
17 C 2.68569 -2.33784 -0.01572  -0.1301
18 N 2.19741 -1.43672 0.82666  0.0244
19 C 2.19574 -2.05985 -1.38654  -0.2950
20 N 1.39097 -1.07318 -1.59803  0.0491
21 C 1.12048 -1.00553 -3.05538  -0.2082
22 C 1.82769 -2.27996 -3.56717  0.0021
23 O 2.57457 -2.78397 -2.40479  0.0879
24 C -0.35157 -0.94032 -3.36952  -0.2125
25 C -0.88861 0.19471 -3.96410  -0.0362
26 C -2.24127 0.24807 -4.27849  -0.0551
27 C -3.05891 -0.83943 -4.00641  -0.0607
28 C -2.52774 -1.97646 -3.40676  -0.0617
29 C -1.18090 -2.02296 -3.08268  -0.0442
30 H 1.64996 1.79687 4.95350  0.1465
31 H 0.24556 0.69570 4.92810  0.1394
32 H 1.24084 2.51567 2.70894  0.1535
33 H -0.47277 3.99336 2.31641  0.1189
34 H -2.87285 4.50384 2.05783  0.1182
35 H -4.56131 2.74395 2.45150  0.1182
36 H -3.84573 0.46369 3.08854  0.1181
37 H -1.45341 -0.06113 3.32242  0.1220
38 H 3.57876 -2.38809 3.70942  0.1433
39 H 4.51432 -4.11267 2.17099  0.1368
40 H 3.93921 -4.06688 -0.25508  0.1432
41 H 1.61102 -0.10723 -3.43464  0.1534
42 H 2.54291 -2.10074 -4.36300  0.1459
43 H 1.13269 -3.06289 -3.86007  0.1344
44 H -0.24468 1.03229 -4.20928  0.1203
45 H -2.64960 1.12850 -4.75611  0.1179
46 H -4.10744 -0.80745 -4.27033  0.1183
47 H -3.16178 -2.82880 -3.20183  0.1177
48 H -0.77781 -2.91815 -2.61990  0.1213
49 C -2.18825 0.40127 -0.43980  0.0305
50 O -1.35035 1.55841 -0.72963  -0.0336
51 C -0.09506 1.52426 -0.58237  -0.3114
52 C 0.57067 2.79886 -0.95003  -0.0186
53 H -3.12150 0.80650 -0.06576  0.1052
54 H -1.70418 -0.22067 0.30937  0.0777
55 H -2.32877 -0.12585 -1.37895  0.0747
56 H -0.06828 3.42792 -1.56807  0.1064
57 H 1.53274 2.61540 -1.42574  0.0881
58 H 0.77861 3.33075 -0.01354  0.0944

Computed properties:
- Multiplicity: 1
- Relative energy (zero: lowest compared OMol25 entry of this formula, charge and spin): 0.0 kcal/mol
- HOMO-LUMO gap: 7.84 eV
- Total charge: +2
- E: -1523.12584 hartree
- E_HOMO: -14.7 eV



# 4
Entry from the Open Molecules 2025 dataset: an isolated molecule of C26H25N3O3S (ωB97M-V/def2-TZVPD).

Last column: Löwdin charge in e.
Positions of all 58 atoms, in Å:
1 C 2.31668 2.61771 -1.11733  -0.0643
2 C 1.42573 1.92539 -0.08720  -0.2416
3 N 2.02939 1.67217 1.20197  -0.2475
4 C 2.15416 2.73922 2.17241  -0.2541
5 C 3.40274 3.60195 2.00865  -0.0662
6 S 3.15385 0.44647 1.28767  0.6723
7 O 4.05145 0.44974 0.16619  -0.2779
8 O 3.71334 0.46164 2.60705  -0.2791
9 C 2.09215 -0.98835 1.13814  -0.2637
10 C 1.81562 -1.51151 -0.11161  -0.0418
11 C 0.91636 -2.55329 -0.23084  0.0055
12 C 0.29789 -3.07427 0.90573  -0.2546
13 N -0.69373 -4.05705 0.76993  0.1453
14 C -1.77323 -3.98147 -0.06966  -0.4277
15 O -2.53974 -4.90770 -0.20148  0.0996
16 C -1.92859 -2.63955 -0.71458  -0.0854
17 C -1.98721 -1.52904 0.08922  0.0545
18 C -2.03742 -0.24250 -0.49310  -0.2082
19 C -2.00323 0.96171 0.34699  -0.1711
20 C -2.57019 2.14355 -0.12774  -0.0260
21 C -2.54845 3.29039 0.64208  -0.0766
22 C -1.95745 3.27502 1.89580  -0.0895
23 C -1.37757 2.10938 2.36931  -0.0915
24 C -1.39537 0.95982 1.60138  -0.0370
25 N -2.08854 -0.07021 -1.79331  0.1796
26 C -2.09967 -1.14060 -2.60504  -0.2054
27 C -2.17949 -0.92508 -3.99753  -0.0106
28 C -2.16915 -1.98410 -4.86112  -0.0743
29 C -2.07627 -3.29994 -4.37915  -0.0707
30 C -1.99286 -3.54547 -3.03608  -0.0130
31 C -2.01019 -2.47710 -2.11932  -0.0990
32 C 0.64709 -2.59296 2.16644  -0.0068
33 C 1.53427 -1.53733 2.27691  -0.0503
34 H 2.48722 3.65775 -0.85435  0.0628
35 H 3.27188 2.10450 -1.17893  0.0598
36 H 1.82999 2.58580 -2.08911  0.0774
37 H 1.11665 0.95078 -0.47596  0.1004
38 H 0.51910 2.51405 0.08249  0.1130
39 H 1.24746 3.34751 2.11284  0.1123
40 H 2.19182 2.25359 3.15029  0.1093
41 H 4.28041 2.96110 2.00668  0.0704
42 H 3.37838 4.16773 1.08212  0.0610
43 H 3.47682 4.29863 2.84039  0.0768
44 H 2.32134 -1.10607 -0.97343  0.1208
45 H 0.68330 -2.96531 -1.20070  0.1282
46 H -0.66833 -4.85677 1.38961  0.1641
47 H -1.99481 -1.63118 1.16299  0.1280
48 H -3.02657 2.13827 -1.10505  0.1090
49 H -2.99454 4.19972 0.26705  0.1035
50 H -1.94445 4.17022 2.50017  0.1031
51 H -0.90536 2.09546 3.34035  0.1069
52 H -0.90599 0.07095 1.97088  0.0988
53 H -2.24955 0.09311 -4.34649  0.1116
54 H -2.23298 -1.81654 -5.92623  0.1039
55 H -2.07234 -4.12111 -5.08024  0.1047
56 H -1.93679 -4.55575 -2.65975  0.1133
57 H 0.19881 -3.02757 3.04792  0.1201
58 H 1.80616 -1.12551 3.23565  0.1179

Computed properties:
- Multiplicity: 1
- SMILES string: CCN(CC)S(=O)(=O)c1ccc(NC(=O)c2cc(-c3ccccc3)nc3ccccc23)cc1
- Relative energy (zero: lowest compared OMol25 entry of this formula, charge and spin): 31.0 kcal/mol
- HOMO-LUMO gap: 8.33 eV
- Total charge: 0
- E: -1793.97772 hartree
- E_HOMO: -8.8 eV